[1]
Formula: CH9PSi3
Source: OMol25
Level of theory: wB97M-V/def2-TZVPD

```
! wB97M-V def2-TZVPD RIJCOSX def2/J DEFGRID3
* xyz 0 1
C -1.87069 -0.19762 0.56945
Si 1.99306 0.09873 0.00091
Si 0.00206 2.07995 -0.96080
Si 0.26051 -1.20263 -0.72769
P -1.37536 0.16855 -1.17248
H -1.07359 -0.19881 1.45545
H -2.38441 -1.18695 0.71773
H -2.48513 0.61087 0.99533
H 2.66381 0.61209 -1.18847
H 3.12765 -0.49547 0.69170
H -0.30626 3.03523 0.15111
H 1.38278 0.96381 1.08840
H 0.67969 -2.17872 -1.71870
H -0.61412 -2.10903 0.09805
*
```

LUMO level = -1.037 eV
E_HOMO = -7.85 eV
E = -34100.481 eV
orbital gap = 0.251 Ha
energy relative to the best compared isomer or geometry (same formula, charge and spin) = 1.9713 eV

Results of the natural (NBO) charge analysis, in e, for atoms 1 through 6: number 1, C, carries -0.9693; number 2, Si, carries 0.3147; number 3, Si, carries 0.4636; number 4, Si, carries 0.3853; number 5, P, carries -0.0672; number 6, H, carries 0.2203

[2]
Formula: CHAg2Cl3F3
Source: OMol25
Level of theory: wB97M-V/def2-TZVPD

```
! wB97M-V def2-TZVPD RIJCOSX def2/J DEFGRID3
* xyz 1 3
Ag -1.60436 0.69877 -2.28834
Ag 0.13149 -2.12129 -2.01333
F 0.54734 0.22328 -1.59791
F -0.97812 -0.86161 -3.88200
F -1.83429 -1.37266 -1.13629
C 0.76989 0.65725 2.06776
Cl 2.26262 1.48210 2.48813
Cl -0.64034 1.73464 2.18977
Cl 0.46783 -0.82361 3.15391
H 0.87794 0.38312 1.01834
*
```

LUMO level (alpha / beta) = -6.125 / -10.087 eV
E_HOMO (alpha / beta) = -13.65 / -13.65 eV
E = -54756.750 eV
orbital gap (alpha / beta) = 0.276 / 0.131 Ha
energy relative to the best compared isomer or geometry (same formula, charge and spin) = 0.6576 eV

Results of the natural (NBO) charge analysis, in e, for atoms 1 through 6: number 1, Ag, carries 1.1812; number 2, Ag, carries 1.1273; number 3, F, carries -0.5067; number 4, F, carries -0.3739; number 5, F, carries -0.4287; number 6, C, carries -0.2612

[3]
Formula: CHBr2NO
Source: OMol25
Level of theory: wB97M-V/def2-TZVPD

```
! wB97M-V def2-TZVPD RIJCOSX def2/J DEFGRID3
* xyz 0 1
O 0.06339 -0.89902 -4.11149
N -0.45666 -1.28715 -3.11348
C -0.90132 -1.39322 -2.03461
Br -1.85086 -2.24634 -0.76760
Br -0.07981 0.89597 -0.66193
H 0.05893 2.22568 -0.96430
*
```

LUMO level = -0.040 eV
E_HOMO = -9.54 eV
E = -144671.965 eV
orbital gap = 0.349 Ha
energy relative to the best compared isomer or geometry (same formula, charge and spin) = 2.9382 eV
SMILES string = [O-][N+]#CBr.Br

Calculated atomic charges, method natural (NBO), unit e: number 1, O, carries -0.3833; number 2, N, carries 0.1888; number 3, C, carries -0.0357; number 4, Br, carries 0.2166; number 5, Br, carries -0.1823; number 6, H, carries 0.1958

[4]
Formula: CHBr2NO2
Source: OMol25
Level of theory: wB97M-V/def2-TZVPD

```
! wB97M-V def2-TZVPD RIJCOSX def2/J DEFGRID3
* xyz 0 1
O 0.63035 -1.09143 -1.28895
N 0.35610 -0.03531 -0.86871
O 0.39352 1.05500 -1.41232
C -0.06000 0.03043 0.54774
Br -0.81947 -1.70227 0.97552
Br -1.20111 1.58280 0.83228
H 0.70061 0.16079 1.21444
*
```

LUMO level = -0.639 eV
E_HOMO = -10.57 eV
E = -146719.453 eV
orbital gap = 0.365 Ha
energy relative to the best compared isomer or geometry (same formula, charge and spin) = 0.1366 eV
SMILES string = O=[N+]([O-])C(Br)Br

Results of the natural (NBO) charge analysis, in e, for atoms 1 through 6: number 1, O, carries -0.3110; number 2, N, carries 0.4937; number 3, O, carries -0.3612; number 4, C, carries -0.2584; number 5, Br, carries 0.0987; number 6, Br, carries 0.1072

[5]
Formula: CHBr2NO2
Source: OMol25
Level of theory: wB97M-V/def2-TZVPD

```
! wB97M-V def2-TZVPD RIJCOSX def2/J DEFGRID3
* xyz 0 1
O 0.13859 -2.12669 -1.25223
N -0.61405 -1.20939 -1.29802
O -1.68448 -1.11082 -1.79890
C 0.02869 0.40741 -0.75918
Br -1.28248 1.56694 -1.25265
Br 1.73560 0.37561 -1.56332
H -0.12153 0.18263 0.27293
*
```

LUMO level = 0.100 eV
E_HOMO = -10.31 eV
E = -146719.023 eV
orbital gap = 0.383 Ha
energy relative to the best compared isomer or geometry (same formula, charge and spin) = 0.5664 eV
SMILES string = O=[N+]([O-])C(Br)Br

Results of the natural (NBO) charge analysis, in e, for atoms 1 through 6: number 1, O, carries -0.3490; number 2, N, carries 0.5336; number 3, O, carries -0.3496; number 4, C, carries -0.4200; number 5, Br, carries 0.1973; number 6, Br, carries 0.1591

[6]
Formula: CHBr2P
Source: OMol25
Level of theory: wB97M-V/def2-TZVPD

```
! wB97M-V def2-TZVPD RIJCOSX def2/J DEFGRID3
* xyz 0 1
C -2.58675 -1.09584 0.31084
P -0.62473 0.63151 -0.79695
Br -2.29920 -0.76146 2.16244
Br -2.31798 -2.92831 -0.07667
H -1.79803 0.71509 -1.54002
*
```

LUMO level (alpha / beta) = -1.654 / -2.078 eV
E_HOMO (alpha / beta) = -8.40 / -9.08 eV
E = -150420.965 eV
orbital gap (alpha / beta) = 0.248 / 0.257 Ha
energy relative to the best compared isomer or geometry (same formula, charge and spin) = 4.0902 eV

Calculated atomic charges, method natural (NBO), unit e: number 1, C, carries -0.3384; number 2, P, carries 0.2259; number 3, Br, carries 0.0925; number 4, Br, carries 0.1085; number 5, H, carries -0.0886

[7]
Formula: CHBr3O
Source: OMol25
Level of theory: wB97M-V/def2-TZVPD

```
! wB97M-V def2-TZVPD RIJCOSX def2/J DEFGRID3
* xyz 0 1
C -1.19187 0.34620 0.15210
O 1.94340 -0.51444 -0.21745
Br 0.24174 -0.22637 0.97774
Br -2.16358 -0.93050 -0.80180
Br -1.54498 2.17739 -0.28415
H 2.71529 -0.85228 0.17357
*
```

LUMO level (alpha / beta) = -1.101 / -1.089 eV
E_HOMO (alpha / beta) = -8.75 / -9.25 eV
E = -213223.486 eV
orbital gap (alpha / beta) = 0.281 / 0.300 Ha
energy relative to the best compared isomer or geometry (same formula, charge and spin) = 4.3875 eV

Calculated atomic charges, method natural (NBO), unit e: number 1, C, carries -0.5807; number 2, O, carries -0.9644; number 3, Br, carries 0.7703; number 4, Br, carries 0.1661; number 5, Br, carries 0.1564; number 6, H, carries 0.4523

[8]
Formula: CHBrCl2S
Source: OMol25
Level of theory: wB97M-V/def2-TZVPD

```
! wB97M-V def2-TZVPD RIJCOSX def2/J DEFGRID3
* xyz 0 1
C 1.27076 0.15731 0.05802
S 1.87875 -1.31585 0.48291
Cl -2.45418 -0.99244 -0.81589
Cl 2.04841 1.16662 -1.05962
Br 0.10482 1.14261 1.20865
H -2.84856 -0.15825 0.12593
*
```

LUMO level = -1.281 eV
E_HOMO = -9.52 eV
E = -106974.872 eV
orbital gap = 0.303 Ha
energy relative to the best compared isomer or geometry (same formula, charge and spin) = 0.2704 eV

Calculated atomic charges, method natural (NBO), unit e: number 1, C, carries -0.3758; number 2, S, carries 0.1458; number 3, Cl, carries -0.2778; number 4, Cl, carries 0.1101; number 5, Br, carries 0.1194; number 6, H, carries 0.2783

[9]
Formula: CHBrF2
Source: OMol25
Level of theory: wB97M-V/def2-TZVPD

```
! wB97M-V def2-TZVPD RIJCOSX def2/J DEFGRID3
* xyz 0 1
C -0.11422 0.26313 -0.32720
F -0.32718 1.05885 -1.35548
F -0.10917 1.01380 0.78111
Br -1.28809 -1.24624 -0.18129
H 1.83866 -1.08953 1.08286
*
```

LUMO level (alpha / beta) = -0.165 / -1.020 eV
E_HOMO (alpha / beta) = -9.58 / -10.95 eV
E = -76525.854 eV
orbital gap (alpha / beta) = 0.346 / 0.365 Ha
energy relative to the best compared isomer or geometry (same formula, charge and spin) = 4.3332 eV

Calculated atomic charges, method natural (NBO), unit e: number 1, C, carries 0.6140; number 2, F, carries -0.3126; number 3, F, carries -0.3270; number 4, Br, carries 0.0287; number 5, H, carries -0.0031

[10]
Formula: CHBrF2OS
Source: OMol25
Level of theory: wB97M-V/def2-TZVPD

```
! wB97M-V def2-TZVPD RIJCOSX def2/J DEFGRID3
* xyz 0 1
C 0.13945 0.39780 -1.50299
O 0.11492 -0.78141 -1.66644
F 1.17696 1.41273 -0.52134
F -0.83924 1.06884 -1.33308
S 0.20872 -1.04369 1.23239
Br -1.04399 -1.25207 3.21333
H 0.24319 0.19780 0.57814
*
```

LUMO level = -2.038 eV
E_HOMO = -9.53 eV
E = -89409.884 eV
orbital gap = 0.275 Ha
energy relative to the best compared isomer or geometry (same formula, charge and spin) = 3.3083 eV

Results of the natural (NBO) charge analysis, in e, for atoms 1 through 6: number 1, C, carries 1.1377; number 2, O, carries -0.4322; number 3, F, carries -0.4667; number 4, F, carries -0.2196; number 5, S, carries -0.1051; number 6, Br, carries -0.0616

[11]
Formula: CHBrF2OS
Source: OMol25
Level of theory: wB97M-V/def2-TZVPD

```
! wB97M-V def2-TZVPD RIJCOSX def2/J DEFGRID3
* xyz 0 1
C 0.21224 0.98825 0.01731
O -2.26452 1.40419 0.77853
F 0.29847 1.58930 -1.09815
F 1.49110 0.95219 0.56427
S -0.96489 1.75864 1.31325
Br -0.30509 0.36923 2.75598
H -0.25957 -0.16612 -0.35114
*
```

LUMO level = -0.100 eV
E_HOMO = -10.21 eV
E = -89411.494 eV
orbital gap = 0.371 Ha
energy relative to the best compared isomer or geometry (same formula, charge and spin) = 1.6981 eV

Results of the natural (NBO) charge analysis, in e, for atoms 1 through 6: number 1, C, carries 0.3760; number 2, O, carries -0.9007; number 3, F, carries -0.3044; number 4, F, carries -0.3551; number 5, S, carries 1.1349; number 6, Br, carries -0.1039

[12]
Formula: CHBrF2OS
Source: OMol25
Level of theory: wB97M-V/def2-TZVPD

```
! wB97M-V def2-TZVPD RIJCOSX def2/J DEFGRID3
* xyz 0 3
C 0.43770 -0.24706 0.84137
O 1.64481 -1.91333 -0.83453
F -0.35740 -1.10062 1.50914
F 0.69750 0.78511 1.64328
S 1.99008 -1.27559 0.40155
Br 3.26297 0.49532 -0.03773
H -0.26280 0.18653 -0.18739
*
```

LUMO level (alpha / beta) = 0.335 / -3.967 eV
E_HOMO (alpha / beta) = -6.76 / -10.80 eV
E = -89408.161 eV
orbital gap (alpha / beta) = 0.261 / 0.251 Ha
energy relative to the best compared isomer or geometry (same formula, charge and spin) = 2.1919 eV

Results of the natural (NBO) charge analysis, in e, for atoms 1 through 6: number 1, C, carries 0.3924; number 2, O, carries -0.7167; number 3, F, carries -0.3344; number 4, F, carries -0.3141; number 5, S, carries 1.0212; number 6, Br, carries -0.2400

[13]
Formula: CHBrFI
Source: OMol25
Level of theory: wB97M-V/def2-TZVPD

```
! wB97M-V def2-TZVPD RIJCOSX def2/J DEFGRID3
* xyz 0 1
C -0.09310 -0.07590 -0.06724
F -0.36473 0.01537 -1.36021
Br 0.07013 -1.81030 0.49265
I 1.51268 1.14503 0.51812
H -1.12498 0.72580 0.41668
*
```

LUMO level = -0.002 eV
E_HOMO = -9.84 eV
E = -81912.070 eV
orbital gap = 0.362 Ha
energy relative to the best compared isomer or geometry (same formula, charge and spin) = 0.9208 eV

Calculated atomic charges, method natural (NBO), unit e: number 1, C, carries -0.1420; number 2, F, carries -0.3496; number 3, Br, carries 0.1348; number 4, I, carries 0.1436; number 5, H, carries 0.2131

[14]
Formula: CHBrOS2
Source: OMol25
Level of theory: wB97M-V/def2-TZVPD

```
! wB97M-V def2-TZVPD RIJCOSX def2/J DEFGRID3
* xyz 0 1
C -1.86352 1.43911 0.11711
O -2.96610 1.57870 0.42816
S -0.32142 1.98882 -0.04323
S -0.93891 -0.36891 0.03697
Br -4.49868 -0.56642 -0.06379
H -1.63006 -0.91810 1.02378
*
```

LUMO level (alpha / beta) = -2.090 / -3.090 eV
E_HOMO (alpha / beta) = -10.03 / -8.89 eV
E = -94810.560 eV
orbital gap (alpha / beta) = 0.292 / 0.213 Ha
energy relative to the best compared isomer or geometry (same formula, charge and spin) = 3.1172 eV

Calculated atomic charges, method natural (NBO), unit e: number 1, C, carries 0.3280; number 2, O, carries -0.4898; number 3, S, carries 0.1329; number 4, S, carries -0.0662; number 5, Br, carries -0.0378; number 6, H, carries 0.1329

[15]
Formula: CHBrS
Source: OMol25
Level of theory: wB97M-V/def2-TZVPD

```
! wB97M-V def2-TZVPD RIJCOSX def2/J DEFGRID3
* xyz 0 1
C 0.44738 -0.22131 0.08774
S 4.23656 -0.57068 -0.01402
Br 2.20226 0.36525 -0.01275
H -0.24872 0.78078 -0.00625
*
```

LUMO level = -1.926 eV
E_HOMO = -9.14 eV
E = -81924.229 eV
orbital gap = 0.265 Ha
energy relative to the best compared isomer or geometry (same formula, charge and spin) = 5.4679 eV

Calculated atomic charges, method natural (NBO), unit e: number 1, C, carries -0.2870; number 2, S, carries -0.3599; number 3, Br, carries 0.4855; number 4, H, carries 0.1615

[16]
Formula: CHCdO2
Source: OMol25
Level of theory: wB97M-V/def2-TZVPD

```
! wB97M-V def2-TZVPD RIJCOSX def2/J DEFGRID3
* xyz 2 2
O 0.12409 -0.88760 1.34219
C -0.68200 -0.45259 0.52046
O 0.01419 0.27374 -0.30782
Cd -0.47656 1.20752 -2.09902
H 1.02028 -0.14107 0.54419
*
```

LUMO level (alpha / beta) = -14.420 / -14.461 eV
E_HOMO (alpha / beta) = -22.17 / -22.77 eV
E = -9685.397 eV
orbital gap (alpha / beta) = 0.285 / 0.306 Ha
energy relative to the best compared isomer or geometry (same formula, charge and spin) = 0.2272 eV

Calculated atomic charges, method natural (NBO), unit e: number 1, O, carries -0.4643; number 2, C, carries 0.9598; number 3, O, carries -0.9626; number 4, Cd, carries 1.8552; number 5, H, carries 0.6119

[17]
Formula: CHCl2O2P
Source: OMol25
Level of theory: wB97M-V/def2-TZVPD

```
! wB97M-V def2-TZVPD RIJCOSX def2/J DEFGRID3
* xyz 0 1
C 0.08922 0.69266 -0.03596
O -0.92639 -1.70636 0.10718
O 0.15140 -1.77421 0.98048
P 0.37853 -1.03893 -0.58651
Cl -0.37855 1.35370 -1.63795
Cl 1.47862 1.46040 0.68750
H -0.79283 1.01274 0.48525
*
```

LUMO level = -0.331 eV
E_HOMO = -10.39 eV
E = -39478.436 eV
orbital gap = 0.370 Ha
energy relative to the best compared isomer or geometry (same formula, charge and spin) = 3.7132 eV

Results of the natural (NBO) charge analysis, in e, for atoms 1 through 6: number 1, C, carries -0.5974; number 2, O, carries -0.5049; number 3, O, carries -0.4574; number 4, P, carries 1.3185; number 5, Cl, carries -0.0407; number 6, Cl, carries 0.0253

[18]
Formula: CHCl2OPS
Source: OMol25
Level of theory: wB97M-V/def2-TZVPD

```
! wB97M-V def2-TZVPD RIJCOSX def2/J DEFGRID3
* xyz 0 1
C -0.61380 0.35355 1.27338
O -0.75045 -0.59472 -1.69215
P 0.33412 -0.09267 -0.87350
S -0.88828 -0.76990 2.34972
Cl 1.28239 1.37146 -1.80875
Cl 1.77516 -1.44548 -0.50590
H -1.13915 1.17776 1.25720
*
```

LUMO level = -1.262 eV
E_HOMO = -9.16 eV
E = -48269.056 eV
orbital gap = 0.290 Ha
energy relative to the best compared isomer or geometry (same formula, charge and spin) = 1.8081 eV

Results of the natural (NBO) charge analysis, in e, for atoms 1 through 6: number 1, C, carries -0.4122; number 2, O, carries -1.0449; number 3, P, carries 1.5584; number 4, S, carries 0.2214; number 5, Cl, carries -0.2287; number 6, Cl, carries -0.2484

[19]
Formula: CHCl2P
Source: OMol25
Level of theory: wB97M-V/def2-TZVPD

```
! wB97M-V def2-TZVPD RIJCOSX def2/J DEFGRID3
* xyz 0 1
Cl -1.81128 -0.61345 0.69512
C -0.51120 0.38538 0.54755
P 0.94286 0.24881 -0.47648
Cl 1.51769 -1.08137 -2.18075
H -0.13807 1.06063 1.41455
*
```

LUMO level = -0.795 eV
E_HOMO = -9.41 eV
E = -35385.020 eV
orbital gap = 0.317 Ha
energy relative to the best compared isomer or geometry (same formula, charge and spin) = 1.2637 eV
SMILES string = Cl/C=P\Cl

Calculated atomic charges, method natural (NBO), unit e: number 1, Cl, carries 0.1084; number 2, C, carries -0.7341; number 3, P, carries 0.7006; number 4, Cl, carries -0.3416; number 5, H, carries 0.2667

[20]
Formula: CHCl2P
Source: OMol25
Level of theory: wB97M-V/def2-TZVPD

```
! wB97M-V def2-TZVPD RIJCOSX def2/J DEFGRID3
* xyz 0 1
P 0.71929 -0.60810 1.11894
C -0.22120 -0.25127 -0.30495
Cl -0.47614 -1.39095 -1.50769
Cl -0.84408 1.33966 -0.65603
H 0.82213 0.91066 1.34974
*
```

LUMO level = -0.610 eV
E_HOMO = -9.14 eV
E = -35385.148 eV
orbital gap = 0.313 Ha
energy relative to the best compared isomer or geometry (same formula, charge and spin) = 1.1357 eV
SMILES string = P=C(Cl)Cl

Calculated atomic charges, method natural (NBO), unit e: number 1, P, carries 0.3874; number 2, C, carries -0.5206; number 3, Cl, carries 0.0987; number 4, Cl, carries 0.0487; number 5, H, carries -0.0141